Entry 1:
{
  "formula": "C20H22CdCl2N4",
  "method": "ωB97M-V/def2-TZVPD",
  "e_above_lowest_kj_mol": 0.0,
  "charge": 2,
  "e_tot_ev": -56654.438,
  "molar_mass_g_mol": 501.74,
  "symbols": ["Cd", "Cl", "Cl", "N", "N", "N", "N", "C", "C", "C", "C", "C", "C", "C", "C", "C", "C", "C", "C", "C", "C", "C", "C", "C", "C", "C", "C", "H", "H", "H", "H", "H", "H", "H", "H", "H", "H", "H", "H", "H", "H", "H", "H", "H", "H", "H", "H", "H", "H"],
  "coordinates": [[0.082, -0.686, -0.157], [-0.170, -1.866, -2.569], [0.269, -3.415, -0.152], [-2.150, -0.967, 0.156], [-0.239, -0.345, 2.068], [0.127, 1.510, -0.101], [2.327, -0.817, -0.011], [2.247, -0.004, 2.318], [0.080, 3.355, 1.395], [3.016, -1.318, -1.049], [-4.797, -1.354, 0.869], [0.534, 4.195, 0.391], [-3.795, -1.392, 1.827], [0.790, 3.669, -0.869], [-2.482, -1.189, 1.436], [4.217, -1.241, 1.374], [4.911, -1.778, 0.304], [0.571, 2.323, -1.070], [-4.454, -1.100, -0.452], [4.308, -1.788, -0.945], [-0.110, 2.009, 1.119], [2.935, -0.736, 1.188], [-3.123, -0.915, -0.763], [-0.648, 1.075, 2.191], [0.965, -0.640, 2.875], [0.029, -3.506, -1.904], [-1.353, -1.233, 2.446], [1.153, 4.292, -1.673], [0.694, 5.246, 0.587], [2.041, 1.014, 1.983], [-2.817, -0.713, -1.782], [4.827, -2.153, -1.820], [-0.369, 1.466, 3.173], [0.746, 1.870, -2.038], [-0.123, 3.747, 2.383], [0.901, -3.965, -2.355], [-0.970, -2.256, 2.492], [-5.207, -1.042, -1.225], [4.669, -1.196, 2.355], [0.813, -0.281, 3.898], [-0.873, -4.069, -2.111], [-1.741, -0.984, 3.438], [2.956, 0.077, 3.140], [1.094, -1.723, 2.923], [-4.031, -1.573, 2.867], [-1.738, 1.126, 2.132], [5.911, -2.166, 0.439], [-5.830, -1.509, 1.146], [2.507, -1.333, -2.004]]
}



Entry 2:
{
  "formula": "C20H22ClIrN4O2",
  "method": "ωB97M-V/def2-TZVPD",
  "s_squared": 0.77,
  "spin_multiplicity": 2,
  "e_above_lowest_kj_mol": 0.0,
  "charge": 3,
  "e_tot_ev": -46485.835,
  "molar_mass_g_mol": 578.09,
  "symbols": ["Ir", "Cl", "O", "O", "N", "N", "N", "N", "C", "C", "C", "C", "C", "C", "C", "C", "C", "C", "C", "C", "C", "C", "C", "C", "C", "C", "C", "C", "H", "H", "H", "H", "H", "H", "H", "H", "H", "H", "H", "H", "H", "H", "H", "H", "H", "H", "H", "H", "H", "H"],
  "coordinates": [[-0.141, 0.066, -0.104], [4.004, 5.784, 0.891], [-2.186, 0.590, 0.131], [0.016, 2.008, -0.775], [-2.005, -1.613, -1.560], [-0.780, -0.909, -1.750], [1.835, -0.046, -0.171], [0.121, -1.832, 0.628], [-4.385, 0.767, 1.051], [3.595, -1.795, -0.481], [0.724, 4.225, -0.622], [2.234, 2.365, 0.044], [3.947, -3.152, -0.312], [2.341, -1.386, -0.121], [1.745, -3.643, 0.572], [1.389, -2.304, 0.365], [-0.775, -2.670, 1.134], [3.166, 3.294, 0.442], [1.655, 5.126, -0.219], [-2.884, 1.602, -0.672], [-2.946, 0.373, 1.370], [2.880, 4.680, 0.349], [-0.480, -4.008, 1.414], [3.057, -4.048, 0.214], [-4.352, 1.373, -0.368], [0.946, 2.818, -0.453], [0.765, -4.501, 1.121], [2.601, 0.963, 0.097], [-2.604, 1.444, -1.714], [-5.041, -0.098, 1.089], [-1.247, -4.634, 1.845], [-4.891, 2.316, -0.410], [1.005, -5.541, 1.308], [3.340, -5.085, 0.346], [-0.208, 4.541, -1.072], [-2.787, -0.984, -1.688], [-2.496, 0.983, 2.154], [-2.830, -0.677, 1.625], [4.133, 2.990, 0.825], [-2.541, 2.588, -0.364], [-0.077, -1.604, -2.003], [-4.812, 0.706, -1.096], [-2.050, -2.398, -2.203], [1.483, 6.190, -0.319], [4.313, -1.101, -0.902], [4.937, -3.476, -0.601], [3.628, 0.735, 0.375], [-4.755, 1.484, 1.780], [-1.759, -2.269, 1.327], [-0.831, -0.235, -2.520]]
}



Entry 3:
{
  "formula": "C20H22F5N4O3V",
  "method": "ωB97M-V/def2-TZVPD",
  "s_squared": 0.77,
  "spin_multiplicity": 2,
  "charge": 1,
  "e_tot_ev": -72470.572,
  "molar_mass_g_mol": 512.35,
  "symbols": ["V", "F", "F", "F", "F", "F", "O", "O", "O", "N", "N", "N", "N", "C", "C", "C", "C", "C", "C", "C", "C", "C", "C", "C", "C", "C", "C", "C", "C", "C", "C", "C", "C", "H", "H", "H", "H", "H", "H", "H", "H", "H", "H", "H", "H", "H", "H", "H", "H", "H", "H", "H", "H", "H", "H"],
  "coordinates": [[-0.024, -0.319, 0.428], [1.408, -1.270, -2.452], [-1.021, -2.819, -0.454], [1.699, -2.736, -0.877], [0.531, -3.242, -2.631], [-1.288, -1.286, -2.004], [-0.992, 1.839, -3.326], [0.593, -1.377, 1.668], [-0.012, 0.982, -0.995], [-2.058, 0.161, 0.441], [2.214, 1.269, -0.679], [-1.326, 1.090, 1.257], [1.931, 0.276, 0.256], [2.173, 3.510, -2.438], [4.121, -1.683, 2.452], [1.110, 2.599, -2.358], [1.131, 1.580, -1.309], [1.686, -2.853, 3.171], [0.060, 2.691, -3.285], [-4.209, 0.624, 1.572], [1.131, 4.590, -4.297], [4.091, -2.705, 3.377], [2.966, -0.182, 0.881], [-3.940, -1.272, -0.041], [-2.815, -1.387, 2.201], [0.082, 3.697, -4.248], [-0.422, -1.741, -1.051], [2.875, -3.287, 3.731], [0.823, -2.266, -1.781], [2.189, 4.501, -3.392], [-3.274, -0.474, 1.073], [1.729, -1.825, 2.245], [2.934, -1.226, 1.866], [-1.635, 1.045, 2.223], [-0.735, 3.745, -4.955], [-3.290, -2.058, -0.417], [-5.126, 0.167, 1.941], [5.009, -3.058, 3.823], [-3.788, 1.199, 2.399], [0.738, -3.302, 3.432], [-4.480, 1.310, 0.767], [2.857, -4.092, 4.453], [3.924, 0.256, 0.615], [2.979, 3.419, -1.723], [-4.229, -0.625, -0.872], [-2.164, -2.177, 1.825], [-2.312, 0.620, -0.432], [-4.846, -1.732, 0.350], [-1.354, 2.039, 0.899], [1.132, 5.365, -5.052], [5.060, -1.228, 2.164], [-2.295, -0.849, 2.998], [3.010, 5.201, -3.438], [-3.688, -1.854, 2.656], [-0.865, 1.150, -2.660]]
}